C44H35CdClN4O5Sb2 as an isolated structure. Source: the OMol25 dataset; level of theory: ωB97M-V/def2-TZVPD.

- Maximum force: 0.67 eV/A
- Highest occupied orbital energy: -0.1284 Ha
- Energy relative to the best compared isomer or geometry (same formula, charge and spin): 5.31 kcal per mole
- Orbital gap: 7.180 eV
- Calculated total energy: -3401.384310 a.u.
- Charge: -2
- 2S+1: 1
- Lowest unoccupied orbital energy: 3.6866 eV

Last column: Löwdin charge in e.
Element x y z (Å)
1 Cd -2.7085 0.8730 -0.5259  1.3678
2 O -3.4728 5.0168 5.3362  -0.0581
3 C -3.9110 3.8535 5.2269  -0.7146
4 O -4.5136 3.1277 6.0412  -0.0496
5 C -3.6818 3.2152 3.8503  -0.1005
6 C -3.8605 3.9590 2.6894  -0.0069
7 C -3.6803 3.3626 1.4573  -0.1325
8 N -3.2996 2.0855 1.3296  -0.0048
9 C -3.1067 1.3606 2.4448  -0.2139
10 C -3.3098 1.8825 3.7086  0.0480
11 C -2.5663 -0.0597 2.2619  -0.7021
12 O -2.7858 -0.8873 3.1352  0.0069
13 O -1.8580 -0.2542 1.1961  -0.2252
14 H -4.1329 5.0031 2.7635  0.1126
15 H -3.8253 3.9064 0.5330  0.0871
16 H -3.1808 1.2497 4.5747  0.1271
17 C 1.0752 1.7253 -1.1284  -0.3779
18 C 1.1497 0.7959 0.0851  -0.3725
19 C 0.8682 1.5364 1.3932  -0.3772
20 Sb 0.5986 0.2827 3.1361  1.5468
21 C 2.5731 0.6561 3.9534  -0.3892
22 C 2.7830 0.4228 5.3142  -0.1474
23 C 4.0235 0.6410 5.9018  -0.1088
24 C 5.0835 1.1034 5.1340  -0.1163
25 C 4.8937 1.3442 3.7796  -0.1033
26 C 3.6498 1.1234 3.1997  -0.1445
27 C 1.1906 -1.6522 2.4003  -0.3631
28 C 0.3008 -2.7071 2.6062  -0.1303
29 C 0.6639 -4.0095 2.2802  -0.1026
30 C 1.9115 -4.2707 1.7347  -0.1169
31 C 2.7960 -3.2252 1.5028  -0.0998
32 C 2.4389 -1.9276 1.8417  -0.1266
33 Sb 0.9054 0.8084 -3.0894  1.4619
34 C 0.6230 -1.2176 -2.4181  -0.3888
35 C -0.4428 -1.5360 -1.5904  -0.1761
36 C -0.6738 -2.8342 -1.1626  -0.0700
37 C 0.1595 -3.8574 -1.5936  -0.0968
38 C 1.2107 -3.5684 -2.4525  -0.0992
39 C 1.4411 -2.2570 -2.8600  -0.1337
40 C 3.0438 0.5943 -3.3990  -0.4029
41 C 3.5900 0.9607 -4.6293  -0.1538
42 C 4.9482 0.8044 -4.8939  -0.1115
43 C 5.7854 0.2787 -3.9218  -0.1146
44 C 5.2607 -0.0823 -2.6851  -0.0989
45 C 3.9056 0.0720 -2.4311  -0.1301
46 H 1.9647 2.3576 -1.1895  0.0534
47 H 0.2041 2.3812 -1.0564  0.0072
48 H 2.1414 0.3433 0.1281  0.0696
49 H 0.4416 -0.0305 -0.0019  0.0489
50 H -0.0677 2.0921 1.3009  0.0374
51 H 1.6492 2.2615 1.6329  0.0436
52 H 1.9626 0.0654 5.9283  0.0849
53 H 4.1609 0.4575 6.9610  0.0928
54 H 6.0512 1.2792 5.5885  0.0898
55 H 5.7147 1.7088 3.1733  0.0938
56 H 3.5253 1.3228 2.1400  0.0831
57 H -0.6890 -2.5110 3.0052  0.0824
58 H -0.0381 -4.8181 2.4459  0.0963
59 H 2.1936 -5.2862 1.4826  0.0913
60 H 3.7659 -3.4206 1.0597  0.0937
61 H 3.1596 -1.1319 1.6931  0.0806
62 H -1.1447 -0.7934 -1.2511  0.0305
63 H -1.5081 -3.0325 -0.5009  0.1130
64 H -0.0094 -4.8729 -1.2560  0.0970
65 H 1.8569 -4.3628 -2.8096  0.0918
66 H 2.2661 -2.0508 -3.5312  0.0860
67 H 2.9445 1.3735 -5.3981  0.0822
68 H 5.3487 1.0884 -5.8602  0.0920
69 H 6.8405 0.1421 -4.1260  0.0906
70 H 5.9105 -0.4923 -1.9206  0.0958
71 H 3.5111 -0.2385 -1.4710  0.0875
72 O -1.7454 2.5144 -1.8285  -0.3617
73 N -2.5542 3.5084 -1.8838  -0.0522
74 C -2.6232 4.0828 -3.0575  -0.3252
75 C -1.8426 3.6716 -4.1968  -0.2132
76 N -1.2324 3.3910 -5.1311  0.1455
77 C -3.5057 5.2087 -3.2101  -0.2046
78 N -4.2002 6.1111 -3.3782  0.1202
79 Cl -2.7033 -0.1107 -4.0737  0.6636
80 C -3.3927 -1.5121 -3.3005  -0.6330
81 C -3.1044 -2.7599 -3.8301  -0.1328
82 C -3.5934 -3.9027 -3.2164  -0.1221
83 C -4.3676 -3.7668 -2.0694  -0.1131
84 C -4.6556 -2.5102 -1.5640  -0.0671
85 C -4.1783 -1.3304 -2.1556  -0.3853
86 C -4.4667 -0.0062 -1.5671  -0.2454
87 H -2.4845 -2.8235 -4.7161  0.0981
88 H -3.3717 -4.8799 -3.6271  0.0896
89 H -4.7503 -4.6471 -1.5651  0.0922
90 H -5.2571 -2.4180 -0.6666  0.1069
91 H -5.2614 -0.0754 -0.8273  0.0201
92 H -4.7284 0.7242 -2.3326  0.0068